Record 1
Computed, not measured: a structure of composition C30H47ClN14OP in a non-equilibrium geometry, with the ωB97M-V functional and the def2-TZVPD basis.

Positions of all 94 atoms, in Å:
1 O 5.44 -0.47 1.87
2 P 4.69 0.92 1.06
3 Cl 4.41 2.51 2.48
4 C 2.96 0.37 0.34
5 C 1.73 0.11 1.39
6 C 1.16 1.67 1.48
7 C 1.68 2.35 0.06
8 N 2.66 1.59 -0.55
9 H 6.43 -0.22 1.87
10 H 3.18 -0.64 -0.24
11 H 1.95 -0.44 2.40
12 H 0.87 -0.45 0.80
13 H 1.59 2.15 2.48
14 H -0.01 1.63 1.33
15 H 1.32 3.36 -0.44
16 H 3.22 1.72 -1.42
17 C -0.44 2.30 5.66
18 C -0.62 1.44 4.42
19 N -0.77 0.72 3.39
20 H -1.16 2.00 6.43
21 H 0.57 2.19 6.04
22 H -0.61 3.35 5.41
23 C -0.25 -3.60 -0.61
24 C 0.03 -2.19 -1.10
25 N 0.26 -1.02 -1.52
26 H -1.09 -4.03 -1.16
27 H 0.63 -4.22 -0.75
28 H -0.50 -3.58 0.46
29 C 0.83 1.40 -4.39
30 C 2.30 1.64 -4.06
31 N 3.51 1.83 -3.78
32 H 0.71 1.32 -5.47
33 H 0.49 0.47 -3.93
34 H 0.23 2.23 -4.02
35 C -1.36 -2.54 5.38
36 C -1.35 -3.30 4.06
37 N -1.35 -3.92 2.97
38 H -0.59 -1.76 5.36
39 H -2.34 -2.09 5.54
40 H -1.14 -3.23 6.20
41 C -2.68 3.51 0.15
42 C -2.26 4.11 1.49
43 N -1.92 4.60 2.60
44 H -3.33 2.65 0.32
45 H -3.23 4.26 -0.43
46 H -1.80 3.20 -0.41
47 C 0.52 -7.34 -1.96
48 C -0.76 -6.73 -1.44
49 N -1.83 -6.22 -1.01
50 H 1.28 -6.56 -2.10
51 H 0.90 -8.08 -1.25
52 H 0.34 -7.84 -2.92
53 C -2.87 -7.16 3.76
54 C -3.03 -7.74 5.15
55 N -3.17 -8.21 6.31
56 H -2.34 -6.20 3.81
57 H -2.30 -7.85 3.13
58 H -3.85 -7.00 3.30
59 C -3.34 4.11 -4.30
60 C -2.79 3.06 -3.34
61 N -2.34 2.20 -2.55
62 H -3.04 5.11 -3.98
63 H -2.96 3.93 -5.31
64 H -4.43 4.06 -4.32
65 C -5.39 -9.20 8.90
66 C -6.67 -8.58 9.42
67 N -7.74 -8.07 9.85
68 H -4.63 -8.42 8.76
69 H -5.01 -9.94 9.61
70 H -5.57 -9.69 7.94
71 C 8.84 3.09 3.10
72 C 8.03 2.19 2.19
73 N 7.35 1.44 1.44
74 H 9.18 3.97 2.54
75 H 8.23 3.42 3.94
76 H 9.71 2.55 3.47
77 C -0.21 4.47 -7.46
78 C -1.73 4.49 -7.39
79 N -2.99 4.51 -7.32
80 H 0.15 5.42 -7.86
81 H 0.21 4.31 -6.47
82 H 0.12 3.66 -8.12
83 C 6.96 3.25 -3.06
84 C 7.24 4.66 -3.55
85 N 7.47 5.82 -3.96
86 H 6.12 2.81 -3.61
87 H 7.84 2.62 -3.20
88 H 6.71 3.27 -1.99
89 C -7.57 4.79 -7.91
90 C -6.06 4.69 -7.83
91 N -4.80 4.61 -7.77
92 H -8.03 3.96 -7.36
93 H -7.91 5.74 -7.48
94 H -7.89 4.74 -8.96

Kohn-Sham gap (eV): 6.57
Charge: +1

Atom charges from the Löwdin analysis, given in e for atoms 1 to 2: -0.3948, 0.6499

---

Record 2
Computed, not measured: a structure of composition C30H47F4KN6O in a non-equilibrium geometry, with the ωB97M-V functional and the def2-TZVPD basis.

Positions of all 89 atoms, in Å:
1 K -0.50 0.28 -0.11
2 C 2.04 2.26 -2.72
3 C 1.22 3.25 -1.90
4 N -0.13 2.81 -1.57
5 C -0.99 2.66 -2.73
6 C -2.44 2.41 -2.33
7 N -2.57 1.31 -1.39
8 C -3.57 0.30 -1.71
9 C -3.12 -0.67 -2.80
10 C -2.33 -1.90 -2.32
11 N -0.94 -1.62 -1.99
12 C 0.03 -1.77 -3.07
13 C 0.99 -0.59 -3.21
14 N 1.43 -0.06 -1.93
15 C 2.46 0.96 -2.04
16 H 2.96 2.78 -2.99
17 H 1.55 2.05 -3.67
18 H 1.19 4.20 -2.47
19 H 1.74 3.46 -0.96
20 H -0.54 3.49 -0.94
21 H -0.65 1.80 -3.30
22 H -0.95 3.54 -3.39
23 H -3.01 2.18 -3.24
24 H -2.88 3.33 -1.93
25 H -2.75 1.68 -0.46
26 H -4.52 0.76 -2.00
27 H -3.76 -0.26 -0.79
28 H -2.53 -0.14 -3.55
29 H -4.01 -1.04 -3.32
30 H -2.41 -2.68 -3.08
31 H -2.82 -2.29 -1.42
32 H -0.66 -2.21 -1.22
33 H -0.50 -1.88 -4.02
34 H 0.60 -2.69 -2.93
35 H 0.49 0.21 -3.76
36 H 1.84 -0.92 -3.83
37 H 1.80 -0.82 -1.36
38 H 3.34 0.57 -2.57
39 H 2.80 1.19 -1.02
40 C 0.60 1.50 3.62
41 C -0.59 2.39 3.99
42 N -1.61 2.55 2.97
43 C -1.21 3.17 1.74
44 C -0.89 4.66 1.91
45 C -2.74 1.62 2.98
46 C -2.52 0.13 3.22
47 N -1.69 -0.50 2.22
48 C -1.67 -1.82 2.14
49 C -0.67 -2.46 1.35
50 F 0.37 -1.70 0.85
51 C -0.60 -3.81 1.08
52 F 0.39 -4.25 0.28
53 C -1.50 -4.71 1.62
54 C -2.44 -4.16 2.47
55 F -3.34 -4.97 3.05
56 C -2.53 -2.81 2.74
57 F -3.52 -2.45 3.59
58 H 1.26 1.38 4.48
59 H 1.19 1.94 2.82
60 H 0.26 0.52 3.30
61 H -0.22 3.38 4.27
62 H -1.08 1.99 4.88
63 H -2.04 3.07 1.03
64 H -0.34 2.69 1.26
65 H -1.71 5.17 2.40
66 H -0.72 5.12 0.94
67 H 0.01 4.80 2.50
68 H -3.26 1.73 2.02
69 H -3.45 1.95 3.75
70 H -3.53 -0.28 3.28
71 H -2.08 0.00 4.22
72 H -1.47 -5.77 1.41
73 C 4.90 0.11 1.96
74 C 4.70 -0.33 0.54
75 O 3.84 -1.13 0.24
76 C 5.59 0.26 -0.51
77 C 5.77 -0.43 -1.71
78 C 6.55 0.11 -2.71
79 C 7.15 1.35 -2.54
80 C 6.98 2.04 -1.35
81 C 6.21 1.49 -0.33
82 H 4.39 -0.58 2.62
83 H 4.46 1.10 2.09
84 H 5.96 0.18 2.22
85 H 5.27 -1.39 -1.83
86 H 6.70 -0.44 -3.64
87 H 7.76 1.77 -3.33
88 H 7.44 3.01 -1.21
89 H 6.09 2.03 0.60

Relative energy (zero: lowest compared OMol25 entry of this formula, charge and spin) (kcal/mol): 31.6
Kohn-Sham gap (eV): 6.19
Charge: 0

Atom charges from the Löwdin analysis, given in e for atoms 1 to 2: 0.7583, -0.1694